Record 1
Computed, not measured: the molecule C2H5NO in a non-equilibrium geometry, with ωB97M-V/def2-TZVPD.

Calculated values
total charge	0
Kohn-Sham gap	10.84	eV
spin multiplicity	1
energy above the lowest of the compared OMol25 structures with the same formula, charge and spin	230.2	kJ/mol
E	-209.1347	a.u.

Each line ends with the Löwdin charge.
Atoms and positions in Å:
1 C 0.200 -0.696 1.010  -0.0196
2 C -0.343 0.317 -0.016  -0.5715
3 N 0.355 0.244 -1.260  0.0412
4 O -1.309 1.016 0.195  0.0497
5 H 0.447 -0.131 1.914  0.0801
6 H 1.080 -1.272 0.700  0.0717
7 H -0.609 -1.399 1.240  0.0832
8 H -0.393 0.743 -2.008  0.1583
9 H 0.571 1.178 -1.776  0.1068

---

Record 2
Computed, not measured: a structure of composition C2H5NO in a non-equilibrium geometry, with ωB97M-V/def2-TZVPD.

Calculated values
total charge	0
Kohn-Sham gap	9.86	eV
spin multiplicity	1
energy above the lowest of the compared OMol25 structures with the same formula, charge and spin	405.8	kJ/mol
E	-209.0678	a.u.

Each line ends with the Löwdin charge.
Atoms and positions in Å:
1 C 0.947 -0.293 0.346  -0.1230
2 N -0.044 0.282 -0.549  -0.1261
3 C -1.673 0.317 -0.189  -0.2495
4 O -1.972 0.131 0.942  0.0207
5 H 0.425 -0.978 1.021  0.0785
6 H 1.721 -0.840 -0.202  0.0742
7 H 1.424 0.480 0.958  0.0815
8 H 0.259 1.070 -1.120  0.1029
9 H -1.087 -0.168 -1.208  0.1408

---

Record 3
Computed, not measured: a structure of composition C2H5NO, with ωB97M-V/def2-TZVPD.

Calculated values
total charge	0
Kohn-Sham gap	9.81	eV
spin multiplicity	1
energy above the lowest of the compared OMol25 structures with the same formula, charge and spin	429.6	kJ/mol
E	-209.0587	a.u.

Each line ends with the Löwdin charge.
Atoms and positions in Å:
1 C -0.808 0.376 0.406  -0.1229
2 N 0.286 1.024 -0.017  -0.0244
3 C 0.832 -0.641 -0.152  -0.4298
4 O 1.620 -1.050 0.667  -0.0057
5 H -0.813 0.058 1.448  0.1088
6 H -1.785 0.449 -0.083  0.1055
7 H -0.372 -1.047 -0.075  0.1420
8 H 0.145 1.417 -0.947  0.0858
9 H 0.894 -0.586 -1.247  0.1406

---

Record 4
Computed, not measured: the molecule C2H5NO in a non-equilibrium geometry, with ωB97M-V/def2-TZVPD.

Calculated values
total charge	0
Kohn-Sham gap	10.45	eV
spin multiplicity	1
energy above the lowest of the compared OMol25 structures with the same formula, charge and spin	401.9	kJ/mol
E	-209.0692	a.u.

Each line ends with the Löwdin charge.
Atoms and positions in Å:
1 C 1.604 0.231 -0.637  0.0034
2 C 0.638 0.013 0.226  -0.1055
3 O -0.756 -0.385 -0.375  -0.2246
4 N -1.600 -0.265 0.713  -0.0380
5 H 2.613 0.276 -0.386  0.0331
6 H 1.397 0.027 -1.692  0.0721
7 H 0.461 0.487 1.213  0.1087
8 H -2.093 0.585 0.417  0.0905
9 H -2.263 -0.969 0.522  0.0604

---

Record 5
Computed, not measured: the molecule C2H5NO in a non-equilibrium geometry, with ωB97M-V/def2-TZVPD.

Calculated values
expectation value of S²	2.007
total charge	0
Kohn-Sham gap (alpha / beta)	7.13 / 9.19	eV
spin multiplicity	3
energy above the lowest of the compared OMol25 structures with the same formula, charge and spin	70.9	kJ/mol
E	-208.9915	a.u.

Each line ends with the Löwdin charge.
Atoms and positions in Å:
1 C -0.326 1.297 -0.023  0.0175
2 C 0.581 -0.985 -0.026  -0.0179
3 N -0.494 0.003 -0.017  -0.4360
4 O -1.669 -0.422 -0.010  0.0207
5 H -1.131 2.016 -0.031  0.0656
6 H 0.709 1.636 0.099  0.0643
7 H 0.763 -1.265 1.071  0.1116
8 H 0.092 -1.789 -0.396  0.0323
9 H 1.475 -0.492 -0.668  0.1420

---

Record 6
Computed, not measured: the ion C2H5NO with charge +1 in a non-equilibrium geometry, with ωB97M-V/def2-TZVPD.

Calculated values
expectation value of S²	0.758
total charge	+1
Kohn-Sham gap (alpha / beta)	11.40 / 6.89	eV
spin multiplicity	2
energy above the lowest of the compared OMol25 structures with the same formula, charge and spin	101.4	kJ/mol
E	-208.8254	a.u.

Each line ends with the Löwdin charge.
Atoms and positions in Å:
1 O -0.838 1.831 0.276  0.2434
2 C -1.031 0.708 0.013  -0.1170
3 C -0.016 -0.467 0.280  -0.1192
4 N 1.274 -0.416 -0.372  0.2158
5 H -2.050 0.352 -0.244  0.1818
6 H 0.149 -0.508 1.366  0.1540
7 H -0.466 -1.427 -0.012  0.1498
8 H 1.908 0.254 0.059  0.1478
9 H 1.070 -0.327 -1.366  0.1436